1.
A 2-piece molecular cluster, C19H10BrF8IO3 overall in a non-equilibrium geometry, computed with ωB97M-V with the def2-TZVPD basis set.

ORCA input file:
```
! RIJCOSX wB97M-V def2-TZVPD def2/J DEFGRID3
* xyz 0 1
H 5.9063 3.1873 2.5986
O 3.6328 2.4022 4.2280
C 2.1715 1.3117 2.5902
I 8.7482 2.9982 0.9678
C -0.2027 1.6921 1.9661
O -5.6175 -1.6235 -3.5012
H -5.0783 -2.9883 -2.0086
C 1.0199 2.1899 2.6219
H -3.0125 -2.2508 -0.5506
H -1.1577 -0.0023 0.7951
C 5.8955 -0.5656 1.0319
Br -1.8164 2.8145 1.9617
F -3.6764 -0.4214 -0.9495
H 5.8446 -1.6031 0.6390
C 7.0772 1.6881 1.3493
C 7.0388 0.3136 0.8151
F -1.6189 -1.0282 -1.2710
O 3.4630 -2.0565 2.3461
F -2.4037 -3.0512 -2.9410
C -6.2608 -0.7038 -2.6658
F -6.0452 -1.0283 -1.3777
C -5.8852 0.7457 -2.9874
H 7.8850 -0.0969 0.2114
C 0.9278 -0.5109 1.3371
C -2.9054 -1.4655 -1.3056
C -0.2484 0.3799 1.3197
H 1.0224 3.1941 3.0954
C -4.6759 -2.5173 -2.9077
C 5.9453 2.1619 2.1578
F -7.5857 -0.8691 -2.8776
C 3.4639 -0.8850 2.0642
F -2.9627 -1.0781 -3.6499
C 4.7907 1.3009 2.3877
C 3.5390 1.7572 3.2155
F -6.4607 1.5908 -2.0991
H 0.9259 -1.5199 0.8533
H -4.5952 -3.3289 -3.6336
C -3.2398 -1.9993 -2.6997
C 4.7689 -0.0581 1.7990
H -6.2128 1.0193 -3.9921
C 2.1473 -0.0376 1.9785
F -4.5523 0.9422 -2.9125
*
```

Calculated values
electronic energy: -125888.390 eV
HOMO-LUMO gap: 8.23 eV
SMILES string: O=C1c2ccc(Br)cc2C(=O)c2cc(I)ccc21.FC(F)C(F)(F)COC(F)(F)C(F)F

2.
C19H12AsBrF8N3O5STi as an isolated structure in a non-equilibrium geometry, computed with ωB97M-V with the def2-TZVPD basis set.

ORCA input file:
```
! RIJCOSX wB97M-V def2-TZVPD def2/J DEFGRID3
* xyz -2 2
N -5.2280 2.3496 -0.2106
F 0.3977 -2.0941 0.7651
N 0.8226 0.3406 1.4444
O 2.2587 2.0731 -0.2934
N 1.1619 0.6076 -1.6204
F 5.7792 -1.8540 -1.6822
H 3.3340 -1.0865 -2.2499
C -6.1369 1.3743 -0.0752
Br -7.1458 -1.2340 0.4042
C 2.9374 -0.6639 1.1356
O -1.6393 -0.7055 0.4757
H 2.8273 -0.8281 3.9011
C 0.0181 0.9992 3.6016
C 5.2011 -1.4236 0.5646
S 1.0329 0.0968 -3.2020
F 4.6931 -0.9659 2.7779
H 6.1919 -1.6979 0.8886
C 2.0188 -0.2800 3.4463
H -0.7704 2.2609 -2.3375
C -4.4416 -0.3210 0.2064
H -7.1763 1.6655 -0.1349
H 1.0979 0.2275 5.3127
F -2.4144 -4.7033 -1.1582
H -3.2472 2.8199 -0.2699
C 1.5470 1.8450 -1.2540
F -1.0694 -0.7700 -1.9475
C 4.8467 -1.4517 -0.7712
H 0.2605 2.4596 -3.7972
F 0.8506 -2.1015 -1.5673
H -0.8509 1.4877 1.7183
C 2.6583 -0.7346 -0.2390
C 4.2579 -1.0238 1.4836
C 0.0129 2.8613 -2.8114
O 1.1611 2.9267 -1.9861
O -1.2241 1.2507 -0.4249
As -1.1828 -3.2162 -1.0321
C -5.7587 0.0543 0.1478
F -1.0623 -3.3952 -2.7462
C -3.4851 0.7037 0.0108
O 2.0057 0.8606 -4.0348
C 1.9238 -0.2056 2.0439
Ti 0.1379 -0.7437 -0.4530
C 3.5678 -1.0807 -1.1945
C 1.0557 0.3016 4.2323
H -0.7345 1.5243 4.1731
F 0.0036 -4.4437 -0.7419
C -2.0464 0.4072 0.0094
C -3.9588 2.0120 -0.1642
C -0.0483 0.9664 2.2224
H -4.1211 -1.3426 0.3652
H -0.3196 3.8931 -2.9293
*
```

Calculated values
electronic energy: -221184.255 eV
energy relative to the best compared isomer or geometry (same formula, charge and spin): 245.40 kJ/mol
HOMO-LUMO gap (alpha / beta): 4.47 / 5.25 eV

3.
C19H12CdN4O5S as an isolated structure in a non-equilibrium geometry, computed with ωB97M-V with the def2-TZVPD basis set.

ORCA input file:
```
! RIJCOSX wB97M-V def2-TZVPD def2/J DEFGRID3
* xyz 0 1
O 0.1478 3.2654 -4.0148
C -0.3334 -1.8524 -4.6566
H -0.7825 -1.8192 6.3055
C -0.4128 5.4709 -0.5204
N -0.4720 1.3640 -2.8319
O -1.2115 -0.1781 4.2894
N -0.1158 0.5450 1.9695
S -0.4043 1.2487 3.4025
C -0.3143 4.8358 -1.7599
C -0.1609 4.7961 0.6544
C -0.5676 -1.3408 4.1867
O 0.7620 1.5125 4.1534
C 0.5260 -3.5323 -3.1283
C 0.7735 -2.4830 -2.2658
Cd 0.1783 0.4954 -0.7863
C -0.7005 0.4867 -3.8736
C -0.1829 2.6875 -2.9696
C 0.0851 -1.6948 2.9466
H -0.9460 -1.5859 -5.5107
C 0.1245 -3.4458 5.1081
C 0.0485 -0.7574 1.8028
C 0.1830 3.4193 0.5583
H 1.4253 -4.6139 3.8361
O -1.3391 0.7141 -4.8965
H -0.3711 5.4329 -2.7032
N 0.5244 -1.2044 -2.5367
C 0.0372 -3.1629 -4.3760
C 0.8240 -3.7365 3.9104
C -0.4745 -2.1988 5.2916
C 0.6718 -2.9752 2.7976
H 0.4906 2.8457 1.4274
H 0.8699 -3.2359 1.7491
H 0.1498 -4.1926 5.8858
H 1.0475 -2.7208 -1.2280
N 0.1590 2.7687 -0.5838
O 0.3464 -1.1766 0.6144
H -0.1532 -3.9297 -5.1286
H -0.3001 5.3452 1.6537
C -0.0636 3.4721 -1.7173
H -0.6183 6.5886 -0.5158
H 0.6779 -4.5687 -2.8369
C -0.1278 -0.8889 -3.7027
*
```

Calculated values
electronic energy: -51495.026 eV
HOMO-LUMO gap: 8.35 eV

4.
C19H12F6FeO5S as an isolated structure in a non-equilibrium geometry, computed with ωB97M-V with the def2-TZVPD basis set.

ORCA input file:
```
! RIJCOSX wB97M-V def2-TZVPD def2/J DEFGRID3
* xyz 0 5
F 2.7880 -0.6875 -3.9963
H -4.3821 -1.8994 -3.0144
C 1.1883 0.9114 1.9152
C 2.1668 1.4204 2.7795
C 0.6096 -0.5642 4.5010
C -0.2489 -0.4107 3.4161
O 1.0622 1.5798 -1.4547
H -1.2008 -0.9435 3.4798
C -3.6911 -1.0696 -3.0036
C 1.9024 -2.1654 2.0969
C -5.6791 0.4911 -2.9313
C 1.6767 0.2540 4.9043
H -0.7505 0.2054 1.4617
H 0.3297 -1.3407 5.2260
C 0.0122 0.2515 2.2426
H 1.3148 1.1817 0.8589
H 2.9242 2.0665 2.3086
O 1.0478 1.7989 -3.9828
C -0.0298 -0.3607 -2.8789
H 3.0793 1.8339 4.6578
C -2.3281 -1.2662 -3.0057
C 2.7053 0.0726 -2.8824
H -1.3031 2.0012 -2.9798
C -1.9700 1.1391 -2.9632
S 1.0843 0.9836 -2.7781
H 2.0824 0.0647 5.9107
C 3.8000 -0.5860 2.1461
C -1.4150 -0.1720 -2.9523
C 2.2719 1.2674 4.1625
F -6.0002 1.6717 -3.5587
O 1.3587 -2.9650 1.4522
F -6.4083 -0.4975 -3.5328
O 3.9368 -2.4039 4.8434
H 0.4208 -1.3491 -2.9260
Fe 2.3468 -0.7758 3.0667
H -1.9208 -2.2690 -3.0357
C 3.2850 -1.7536 4.1274
H -3.7418 2.3204 -2.9218
F -6.1262 0.5969 -1.6340
C -4.1977 0.2250 -2.9768
O 4.7716 -0.4682 1.5221
F 2.8939 -0.7198 -1.8031
C -3.3366 1.3171 -2.9528
F 3.6708 1.0137 -2.9140
*
```

Calculated values
electronic energy: -91656.504 eV
energy relative to the best compared isomer or geometry (same formula, charge and spin): 0.00 kJ/mol
HOMO-LUMO gap (alpha / beta): 6.09 / 6.59 eV